{
  "formula": "C8H14N2",
  "method": "ωB97M-V/def2-TZVPD",
  "species": ["C", "C", "N", "C", "N", "H", "H", "H", "H", "C", "C", "C", "C", "C", "H", "H", "H", "H", "H", "H", "H", "H", "H", "H"],
  "coordinates": [[-0.0337, 0.0708, 3.1879], [0.9246, -0.8810, 3.4616], [1.9937, -0.1762, 3.9557], [1.6520, 1.1437, 3.9629], [0.4250, 1.3278, 3.5019], [-1.0323, -0.0860, 2.7800], [0.9417, -1.9654, 3.3524], [2.8864, -0.5700, 4.2633], [2.3301, 1.9225, 4.3118], [2.7094, 1.2179, -0.0471], [1.6555, 1.7005, -1.0441], [1.0350, 2.9033, -0.3222], [2.2141, 3.5634, 0.4386], [3.3671, 2.5268, 0.4081], [3.4310, 0.4962, -0.4761], [2.2080, 0.7248, 0.8078], [0.9118, 0.9268, -1.3158], [2.1542, 2.0299, -1.9758], [0.2794, 2.5382, 0.3998], [0.5292, 3.6055, -1.0125], [1.9219, 3.8036, 1.4790], [2.5245, 4.5070, -0.0501], [4.1237, 2.8284, -0.3417], [3.8798, 2.4335, 1.3848]],
  "multiplicity": 1,
  "e_lumo_ev": 0.8000,
  "energy_ev": -11503.2233,
  "total_charge": 0,
  "largest_force_ev_per_a": 0.84,
  "e_above_lowest_kcal_mol": 5.94
}